## P
Below is a cluster of 3 separate species, C7H17NO in total, with properties calculated with ωB97M-V/def2-TZVPD.

Computed properties:
gap between HOMO and LUMO (alpha / beta) = 8.503 / 8.504 eV
net charge = 0
E_HOMO (alpha / beta) = -7.847 / -7.847 eV

Positions of all 26 atoms, in Å:
C: -1.03074 -0.18949 0.24890
C: -1.24588 1.17307 0.89037
C: -1.41899 -1.32595 1.17973
C: -1.70741 -0.33309 -1.10353
H: 0.22858 0.24010 -0.35757
H: -0.88914 1.96635 0.23348
H: -0.93667 -1.25064 2.15352
H: -1.43327 0.48656 -1.76501
H: -0.73194 1.25489 1.85008
H: -2.31536 1.32475 1.07527
H: -2.50191 -1.29641 1.34605
H: -1.18841 -2.30267 0.74934
H: -1.42699 -1.27469 -1.58185
H: -2.79460 -0.32930 -0.96909
C: 1.86902 1.94179 -0.99396
C: 1.00823 -0.75843 0.06803
N: 1.22639 -1.64084 -0.92969
C: 1.66216 -0.55102 1.20770
O: 0.98091 0.97814 -1.43496
H: 1.19624 -2.63400 -0.75737
H: 1.09889 -1.28135 -1.86580
H: 1.36401 2.88989 -0.73405
H: 2.64009 2.17579 -1.74541
H: 2.41666 1.61867 -0.08177
H: 1.28792 0.10704 1.97674
H: 2.64217 -0.98915 1.34082

Results of the Mulliken charge analysis, in e, for atoms 1 through 8: 1.3398, -1.4358, -1.7051, -1.6641, 0.5094, 0.3594, 0.3580, 0.3599



## Q
Below is an isolated molecule of C7H17NO, with properties calculated with ωB97M-V/def2-TZVPD.

Computed properties:
gap between HOMO and LUMO = 9.743 eV
SMILES = C[C@H](N)[C@H](C)C(C)(C)O
net charge = 0
E_HOMO = -8.904 eV

Positions of all 26 atoms, in Å:
C: -1.00316 0.15324 -0.38505
C: 0.25719 -0.71311 -0.17994
C: 1.53578 0.04359 0.50309
C: -1.52690 0.84593 0.87242
C: -2.19380 -0.79280 -0.93960
C: 0.74599 -1.35677 -1.49026
C: 1.46504 0.15951 2.02412
N: 1.88726 1.32231 -0.09162
O: -0.78990 1.12995 -1.39994
H: -0.40416 1.92278 -0.99623
H: -0.00314 -1.52849 0.50687
H: 2.38842 -0.61912 0.31025
H: 1.30474 2.07558 0.26021
H: 1.80782 1.28111 -1.10611
H: -1.66224 0.13842 1.69503
H: -2.49011 1.32974 0.67093
H: -0.87203 1.66115 1.19122
H: -3.14515 -0.24946 -0.91967
H: -2.30492 -1.70388 -0.34473
H: -2.02371 -1.05534 -1.98817
H: 1.64816 -1.95422 -1.31695
H: 0.98043 -0.60669 -2.25064
H: 0.00017 -2.04170 -1.90242
H: 2.42274 0.51339 2.42608
H: 1.26926 -0.81710 2.47869
H: 0.70618 0.86198 2.37243

Results of the Mulliken charge analysis, in e, for atoms 1 through 8: 1.1797, 0.3047, 0.1588, -1.6715, -1.6689, -1.6228, -1.5035, -0.6868



It comes down to Q, which is 439.0 kJ/mol more stable than the next structure.



## P
Below is a structure of composition C5H8O4, with properties calculated with ωB97M-V/def2-TZVPD.

Computed properties:
gap between HOMO and LUMO = 10.590 eV
net charge = 0
E_HOMO = -10.256 eV

Positions of all 17 atoms, in Å:
O: 1.55847 2.39788 1.22966
C: 1.37519 1.44188 0.52510
O: 1.80323 -0.16967 0.95665
C: 2.27749 -0.32663 -0.39792
C: 1.36422 -1.12745 -1.32057
O: 0.39965 -0.19883 -1.79983
C: 1.07322 1.03861 -1.99245
C: 2.03662 1.14726 -0.81231
H: 3.32259 -0.64685 -0.38907
H: 1.94818 -1.54104 -2.15815
H: 0.84161 -1.94111 -0.80360
H: 1.64257 1.01349 -2.93493
H: 0.32502 1.83865 -2.03033
H: 2.92734 1.75389 -0.99817
O: -0.46749 0.63708 1.17800
H: 0.33336 -0.30297 1.32403
H: -0.80682 0.35952 0.30608

Results of the Mulliken charge analysis, in e, for atoms 1 through 8: -0.5239, 0.4905, -0.7146, 0.1283, -0.6842, -0.4240, -0.6766, 0.1720



## Q
Below is an isolated molecule of C5H8O4, with properties calculated with ωB97M-V/def2-TZVPD.

Computed properties:
gap between HOMO and LUMO = 9.760 eV
SMILES = C=C(O)C(=O)[C@H](O)CO
net charge = 0
E_HOMO = -9.402 eV

Positions of all 17 atoms, in Å:
C: 0.23701 -0.65727 1.92041
C: -0.25963 0.20211 0.79039
C: -0.29884 -0.43428 -0.53637
C: -0.42504 0.49883 -1.83953
C: -0.51097 -0.15465 -2.86042
H: 2.11214 -0.83333 2.85801
H: 0.16282 -1.84871 1.74243
H: -0.48593 -0.55352 2.92559
H: -1.38039 0.30837 1.06301
H: 1.46014 1.02612 0.80094
H: -0.43419 2.18424 -1.01613
H: -0.61171 -1.30749 -2.50820
H: -0.72709 0.33617 -3.84551
O: 1.78267 -0.33519 2.17427
O: 0.45829 1.36563 0.83177
O: -0.37795 -1.60081 -0.71305
O: -0.70134 1.80376 -1.78761

Results of the Mulliken charge analysis, in e, for atoms 1 through 8: -0.3767, 0.2310, 0.4860, 0.0820, -0.4858, 0.2739, 0.2820, 0.2715



## R
Below is a structure of composition C5H8O4, with properties calculated with ωB97M-V/def2-TZVPD.

Computed properties:
gap between HOMO and LUMO = 9.383 eV
net charge = 0
E_HOMO = -9.645 eV

Positions of all 17 atoms, in Å:
C: -0.08741 0.39498 0.19367
C: 0.68275 0.30379 1.51170
C: 0.27643 1.54080 -0.74404
C: -1.19203 -0.98442 -0.58573
C: 1.08759 -1.08346 -0.83408
O: 0.30220 -1.83130 -1.41592
O: -1.51250 -1.73141 0.48473
O: -1.90704 -0.61880 -1.45951
O: 2.22338 -0.88183 -0.63812
H: -2.40665 -2.08228 0.34955
H: -1.10771 0.62164 0.52501
H: 0.32624 1.07179 2.20259
H: 0.52569 -0.66214 1.99376
H: 1.75368 0.43922 1.36964
H: -0.10738 2.48351 -0.34648
H: 1.35282 1.61397 -0.89462
H: -0.21004 1.40595 -1.71214

Results of the Mulliken charge analysis, in e, for atoms 1 through 8: 0.1176, -1.2982, -1.3587, 0.6169, 0.7748, -0.4762, -0.4115, -0.4936



## S
Below is a cluster of 2 separate species, C5H8O4 in total, with properties calculated with ωB97M-V/def2-TZVPD.

Computed properties:
gap between HOMO and LUMO (alpha / beta) = 7.945 / 7.661 eV
net charge = 0
E_HOMO (alpha / beta) = -7.331 / -7.225 eV

Positions of all 17 atoms, in Å:
C: -1.09775 2.33977 -0.23707
C: -0.18052 1.58746 -0.23942
C: 0.32291 -1.15893 -1.79951
C: -0.40816 -0.31284 1.24418
C: 0.45804 0.38399 0.21310
O: 1.52222 -1.71960 -1.55249
O: -0.17716 0.33389 2.45841
O: -1.77682 -0.34504 0.77728
O: 1.88572 0.26161 0.07999
H: -1.78189 3.07055 -0.62875
H: 0.25283 -0.34936 -2.40509
H: -0.51552 -1.90351 -1.55075
H: -0.08522 -1.33224 1.21729
H: 2.28111 -1.24633 -1.93937
H: -0.96438 0.24927 3.13666
H: -2.05129 0.54574 0.58697
H: 2.31587 -0.40443 0.63857

Results of the Mulliken charge analysis, in e, for atoms 1 through 8: -0.5504, -0.3740, -0.4749, -0.0151, 0.6574, -0.4387, -0.5192, -0.4567



It comes down to R, which is 57.3 kJ/mol more stable than the next structure.



## P
Below is a cluster of 2 separate species, C2H9N3O in total, with properties calculated with ωB97M-V/def2-TZVPD.

Computed properties:
gap between HOMO and LUMO = 10.177 eV
SMILES = NC=O.NCN
net charge = 0
E_HOMO = -9.310 eV

Positions of all 15 atoms, in Å:
N: 2.03570 0.07333 -1.80672
C: 1.73114 -0.96680 -0.74666
N: 2.88488 -1.85787 -0.17408
H: 2.51318 -0.37269 -2.57109
H: 2.72352 0.74887 -1.27880
H: 0.98987 -1.75035 -1.02218
H: 1.44260 -0.48821 0.17927
H: 3.68684 -1.33067 0.31065
H: 3.43694 -2.18176 -1.00862
C: -3.56175 1.88027 1.78996
N: -3.52019 0.87197 0.85207
O: -2.82252 1.87301 2.74018
H: -4.37237 2.59419 1.54707
H: -4.39856 0.62635 0.39618
H: -2.76928 0.28038 0.79278

Results of the Mulliken charge analysis, in e, for atoms 1 through 8: -0.5881, -0.4262, -0.6247, 0.2450, 0.2764, 0.3155, 0.3409, 0.2350



## Q
Below is a cluster of 2 separate species, C2H9N3O in total, with properties calculated with ωB97M-V/def2-TZVPD.

Computed properties:
gap between HOMO and LUMO = 9.302 eV
SMILES = NC=O.NCN
net charge = 0
E_HOMO = -8.423 eV

Positions of all 15 atoms, in Å:
N: 0.11928 -0.07375 1.95625
C: -0.30962 -0.85846 3.15697
N: -0.67958 0.07828 4.12168
H: -0.60946 -0.10145 1.25108
H: 0.98129 -0.12083 1.46946
H: -1.15264 -1.50541 2.84698
H: 0.55631 -1.38539 3.61699
H: 0.06834 0.57745 4.48394
H: -1.38836 0.74566 4.12240
C: 0.02819 0.04347 -3.53901
N: 1.34234 0.36052 -3.57966
O: -0.68412 0.47597 -2.69453
H: -0.50404 -0.64378 -4.30305
H: 1.96089 0.01097 -4.30262
H: 1.77491 0.94963 -2.82458

Results of the Mulliken charge analysis, in e, for atoms 1 through 8: -0.5230, -0.1506, -0.5661, 0.1993, 0.1766, 0.2574, 0.2614, 0.1813



It comes down to P, which is 6.5 kJ/mol more stable than the next structure.